{"formula": "C35H33ClMgN4Si2", "method": "ωB97M-V with the def2-TZVPD basis set", "symbols": ["C", "C", "C", "H", "C", "C", "H", "H", "H", "H", "Mg", "Si", "C", "C", "H", "C", "H", "C", "H", "C", "H", "C", "H", "C", "C", "H", "C", "H", "C", "H", "C", "H", "C", "H", "H", "Si", "C", "C", "H", "C", "H", "C", "H", "C", "H", "C", "H", "C", "C", "H", "C", "H", "C", "H", "C", "H", "C", "H", "H", "Cl", "N", "C", "C", "N", "C", "C", "N", "C", "C", "N", "H", "H", "H", "H", "H", "H"], "coordinates": [[-0.650, 0.765, 1.901], [0.129, -0.422, 2.048], [1.448, -0.140, 1.598], [-0.189, -1.326, 2.566], [1.482, 1.214, 1.153], [0.187, 1.771, 1.359], [-0.079, 2.821, 1.254], [-1.663, 0.911, 2.271], [2.323, -0.775, 1.742], [2.377, 1.763, 0.864], [0.044, 0.018, -0.281], [2.420, -1.844, -2.080], [2.004, -3.513, -1.464], [2.043, -4.650, -2.300], [2.198, -4.509, -3.373], [1.927, -5.925, -1.744], [2.079, -6.804, -2.374], [1.670, -6.089, -0.380], [1.656, -7.103, 0.057], [1.489, -4.956, 0.424], [1.260, -5.081, 1.485], [1.624, -3.659, -0.101], [1.457, -2.761, 0.512], [3.764, -0.871, -1.293], [4.710, -1.593, -0.534], [4.561, -2.675, -0.382], [5.813, -0.913, -0.020], [6.527, -1.472, 0.583], [6.015, 0.448, -0.278], [6.925, 0.945, 0.076], [5.073, 1.152, -1.037], [5.229, 2.213, -1.231], [3.941, 0.512, -1.550], [3.205, 1.033, -2.180], [1.763, -1.264, -3.316], [4.963, -3.816, -5.133], [6.542, -2.942, -4.801], [7.631, -3.703, -4.339], [7.533, -4.792, -4.263], [8.794, -3.059, -3.908], [9.629, -3.657, -3.531], [8.859, -1.657, -3.924], [9.742, -1.150, -3.529], [7.778, -0.898, -4.399], [7.823, 0.198, -4.410], [6.611, -1.540, -4.829], [5.738, -0.944, -5.138], [5.025, -5.495, -4.367], [5.014, -5.728, -2.983], [4.937, -4.884, -2.286], [5.046, -7.042, -2.491], [5.008, -7.215, -1.407], [5.100, -8.126, -3.375], [5.098, -9.148, -2.983], [5.139, -7.903, -4.760], [5.213, -8.750, -5.452], [5.072, -6.593, -5.256], [5.040, -6.400, -6.336], [4.626, -3.856, -6.572], [3.474, -2.485, -4.562], [-3.905, -0.595, -0.598], [-3.893, -1.827, 0.029], [-2.576, -2.082, 0.309], [-1.787, -1.080, -0.231], [-2.633, -0.169, -0.780], [-2.195, 1.119, -1.341], [-0.900, 1.525, -1.349], [-0.889, 2.831, -1.815], [-2.155, 3.200, -2.168], [-2.977, 2.139, -1.799], [-4.763, -0.120, -0.919], [-4.776, -2.415, 0.234], [-2.159, -2.925, 0.831], [0.022, 3.394, -1.897], [-2.517, 4.113, -2.623], [-3.987, 2.119, -1.915]], "forces_ev_per_angstrom": [[0.4, 0.1, 0.3], [0.4, 0.5, 0.5], [-0.1, 0.2, 0.6], [0.1, 0.1, -0.4], [-0.1, 0.2, 0.5], [0.3, -0.1, 0.6], [0.0, -0.3, -0.2], [0.2, -0.1, -0.3], [-0.4, 0.1, -0.4], [-0.3, -0.3, -0.1], [1.8, -1.1, -0.1], [-3.1, 3.0, 0.9], [-0.4, -0.6, 0.1], [0.0, 0.0, 0.7], [0.1, -0.2, 0.4], [-0.2, -0.1, -0.1], [-0.2, 0.2, 0.1], [0.3, -0.1, -0.1], [-0.1, 0.7, -0.2], [0.0, 0.5, 0.1], [0.0, 0.0, -0.3], [0.4, -1.1, -0.4], [0.2, -0.5, -0.3], [0.0, -0.5, -0.7], [0.1, 0.7, 0.1], [0.2, 0.6, 0.0], [0.0, -0.2, 0.1], [0.0, 0.2, -0.1], [0.0, -0.2, 0.0], [-0.5, -0.2, 0.0], [-0.3, -0.1, -0.2], [0.0, -0.2, 0.0], [0.7, -0.4, 0.4], [0.4, -0.1, 0.4], [0.5, -0.3, 0.6], [-0.2, 0.6, -0.8], [0.3, 0.1, 0.5], [0.1, 0.6, 0.1], [0.2, 0.4, -0.1], [-0.2, 0.1, 0.0], [-0.2, 0.3, -0.1], [-0.2, -0.1, -0.1], [-0.2, -0.2, -0.2], [-0.1, -0.2, 0.0], [0.1, -0.5, 0.1], [0.5, 0.1, 0.1], [0.5, -0.3, 0.1], [-0.5, -0.7, -0.1], [0.0, -0.4, 0.0], [0.1, -0.4, -0.3], [0.0, 0.2, -0.1], [0.0, 0.1, -0.5], [0.1, 0.3, -0.2], [0.1, 0.4, -0.2], [0.0, 0.2, 0.1], [-0.1, 0.4, 0.3], [0.0, -0.1, 0.4], [0.1, -0.2, 0.5], [0.3, -0.5, -0.1], [0.6, -0.8, -0.6], [-1.4, 0.3, -0.7], [0.7, 0.3, 0.3], [0.0, 0.6, -0.9], [-1.4, 1.2, -0.7], [0.6, -1.2, 0.9], [1.1, 1.2, -0.1], [-2.1, -0.2, -0.2], [-0.5, -1.1, -0.2], [0.1, -0.3, 0.6], [-0.2, -0.2, -0.4], [0.9, -0.5, 0.3], [0.1, 0.3, 0.0], [0.1, 0.0, -0.1], [0.1, 0.0, 0.0], [-0.1, -0.3, 0.2], [0.5, 0.0, 0.0]], "mulliken_charge": [-0.57, -0.70, -0.50, 0.47, -0.55, -0.73, 0.49, 0.45, 0.50, 0.52, 0.54, -0.58, 0.75, -0.90, 0.52, -0.43, 0.46, -0.66, 0.33, -0.42, 0.40, -0.17, 0.05, 1.61, -0.43, 0.28, -0.66, 0.38, -0.60, 0.36, -0.50, 0.42, -0.83, 0.32, -0.25, 0.21, 0.53, -0.13, 0.35, -0.68, 0.37, -0.44, 0.37, -0.54, 0.35, -0.37, 0.27, 0.29, -0.02, 0.47, -0.70, 0.38, -0.41, 0.36, -0.53, 0.38, -0.38, 0.30, -0.27, -0.28, -0.14, -0.69, -0.37, 0.11, 0.22, 0.28, 0.23, -0.36, -0.57, -0.12, 0.22, 0.41, 0.47, 0.45, 0.41, 0.20], "homo_lumo_gap_ev": 3.39, "energy_ha": -2811.798025, "max_force_ev_per_a": 4.4, "molar_mass_g_mol": 625.61, "de_lowest_kj_mol": 252.0, "homo_ha": -0.1411}